[1]
9
Properties=species:S:1:pos:R:3 method="wB97M-V/def2-TZVPD" charge=0 lumo_ev=0.0 spin_multiplicity=1 e_above_lowest_kcal_mol=59.6 gap_ev=9.18
C -0.062 0.110 0.836
C 0.417 0.077 -0.655
Si -1.384 -0.287 -0.432
P 1.385 -1.134 0.377
H 0.651 1.492 1.600
H 1.037 0.812 -1.171
H -2.174 -1.613 -0.107
H -2.272 0.771 -1.022
H 2.402 -0.228 0.574

[2]
8
Properties=species:S:1:pos:R:3 method="wB97M-V/def2-TZVPD" charge=-1 lumo_ev=4.5 spin_multiplicity=1 smiles=CC[S-] e_above_lowest_kcal_mol=5.0 gap_ev=6.62
C -0.647 0.464 0.011
C 0.622 -0.445 -0.094
S 1.310 -0.999 1.450
H -0.999 0.473 1.047
H -0.431 1.513 -0.243
H -1.459 0.141 -0.646
H 0.315 -1.250 -0.743
H 1.289 0.105 -0.783

[3]
8
Properties=species:S:1:pos:R:3 method="wB97M-V/def2-TZVPD" charge=-1 lumo_ev=4.3 spin_multiplicity=1 e_above_lowest_kcal_mol=15.5 gap_ev=6.78
S 1.325 1.964 1.527
H 1.347 2.770 0.456
C 0.106 -1.062 -0.113
C -0.986 -0.502 -0.609
H 0.142 -2.138 0.065
H 0.976 -0.489 0.188
H -1.086 0.577 -0.603
H -1.824 -1.120 -0.912

[4]
8
Properties=species:S:1:pos:R:3 method="wB97M-V/def2-TZVPD" charge=0 lumo_ev=1.2 spin_multiplicity=1 smiles=CC e_above_lowest_kcal_mol=30.2 gap_ev=12.08
C 0.788 0.192 0.182
C -0.696 -0.241 -0.026
H 0.653 1.010 1.037
H 1.521 -0.621 0.063
H 1.052 0.843 -0.610
H -0.907 -1.023 0.720
H -1.031 -0.696 -1.027
H -1.381 0.535 -0.339

[5]
104
Properties=species:S:1:pos:R:3 method="wB97M-V/def2-TZVPD" charge=-1 lumo_ev=1.4 spin_multiplicity=1 gap_ev=5.80
C -0.277 -0.066 -1.254
C -1.441 -0.402 -0.709
B -2.846 -0.710 -1.474
N -3.651 0.657 -1.542
H 0.583 0.097 -0.602
H -0.103 0.005 -2.321
H -1.476 -0.429 0.381
H -3.523 -1.504 -0.804
H -2.664 -1.160 -2.614
H -2.975 1.313 -1.936
H -3.709 0.939 -0.565
O 2.841 -1.140 -1.264
H 2.551 -2.042 -1.083
H 3.314 -1.172 -2.115
O -1.629 0.545 2.546
H -0.672 0.660 2.585
H -1.812 -0.146 3.192
O -0.111 2.804 1.304
H -0.888 2.894 1.868
H -0.454 2.370 0.506
O 2.431 -3.589 0.491
H 2.762 -4.490 0.518
H 1.774 -3.563 1.194
O -3.737 -1.289 3.768
H -4.243 -0.961 4.517
H -4.182 -0.920 2.991
O 4.227 0.707 0.449
H 3.416 0.763 0.964
H 3.935 0.250 -0.366
O 4.910 3.471 0.102
H 4.701 2.564 0.381
H 5.272 3.364 -0.783
O -1.140 1.670 -3.976
H -1.552 2.517 -4.183
H -0.837 1.322 -4.819
O 4.516 -0.009 -3.295
H 4.313 0.322 -4.181
H 5.461 -0.177 -3.325
O 5.413 0.294 -5.926
H 5.671 1.075 -6.430
H 6.190 -0.274 -5.940
O -1.299 -3.088 3.872
H -1.613 -3.404 3.015
H -1.902 -2.358 4.084
O 0.658 -1.551 2.466
H 1.620 -1.565 2.499
H 0.370 -2.120 3.193
O 1.933 -5.008 3.030
H 2.258 -5.912 3.092
H 1.266 -4.962 3.722
O 1.225 1.763 3.565
H 0.968 2.003 2.658
H 2.154 1.520 3.492
O -1.595 -2.970 7.153
H -1.885 -3.869 7.327
H -1.199 -3.014 6.275
O -3.736 2.321 3.945
H -3.463 2.527 4.843
H -3.046 1.725 3.609
O 3.048 -5.963 5.523
H 2.681 -5.604 6.337
H 3.504 -5.220 5.113
O 5.149 4.606 -2.552
H 4.903 5.083 -1.749
H 5.099 5.274 -3.242
O -1.788 -4.087 -2.788
H -2.059 -3.643 -1.972
H -1.801 -3.360 -3.420
O 3.934 -3.046 -3.767
H 3.142 -3.576 -3.897
H 3.932 -2.416 -4.494
O 5.407 3.387 -5.459
H 4.552 3.413 -5.900
H 5.192 3.267 -4.524
O -4.947 2.298 -3.511
H -5.374 1.868 -4.258
H -4.844 1.582 -2.840
O -4.272 -4.604 4.317
H -3.843 -5.435 4.540
H -3.549 -3.975 4.216
O 4.482 6.492 -0.104
H 4.226 5.721 0.420
H 3.668 6.793 -0.520
O -7.369 -4.475 4.109
H -6.410 -4.373 4.154
H -7.566 -5.161 4.752
O 3.172 6.367 -3.676
H 2.455 5.723 -3.659
H 3.019 6.890 -4.468
O -0.994 -6.624 -1.414
H -1.404 -5.789 -1.679
H -0.688 -6.990 -2.247
O 3.583 3.104 5.197
H 2.768 2.591 5.180
H 3.564 3.599 4.373
O -7.304 2.463 -5.576
H -7.482 2.924 -4.749
H -7.459 3.115 -6.264
O -2.910 4.687 -3.435
H -3.590 4.006 -3.330
H -3.180 5.164 -4.223
O -5.159 1.407 1.331
H -5.373 1.854 2.158
H -5.182 2.100 0.665

[6]
12
Properties=species:S:1:pos:R:3 method="wB97M-V/def2-TZVPD" charge=0 lumo_ev=-0.8 spin_multiplicity=1 e_above_lowest_kcal_mol=72.9 gap_ev=8.00
B 0.228 -0.333 0.940
C 1.265 0.411 -0.006
C -0.876 0.530 -2.555
O -0.885 -0.874 0.381
O 0.509 -0.416 2.261
Br -2.080 1.684 -1.832
H 2.067 -0.272 -0.279
H 1.723 1.272 0.471
H 0.786 0.731 -0.942
H -1.162 -0.487 -2.229
H -1.478 -1.345 0.968
H -0.098 -0.900 2.822